Record 1
Below is one molecule with the formula C5H9NO in a non-equilibrium geometry, with properties calculated with ωB97M-V/def2-TZVPD.

```
16
C5H9NO | OMol25 | ωB97M-V/def2-TZVPD
C 1.98 0.19 -0.08
C 0.69 0.01 0.74
C -0.42 -0.29 -0.27
O -0.25 -1.60 -0.79
C -1.94 -0.14 0.01
C -2.02 1.26 0.42
N -1.65 2.36 0.40
H 1.84 0.99 -0.82
H 2.82 0.46 0.56
H 2.25 -0.72 -0.64
H 0.47 0.94 1.27
H 0.82 -0.79 1.48
H -0.30 0.58 -0.96
H 0.41 -2.06 -0.25
H -2.41 -0.91 0.61
H -2.41 -0.16 -0.98
```

* total charge: 0
* HOMO: -10.66 eV
* structure (SMILES): CC[C@@H](O)CC#N

---

Record 2
Below is C19H55K2O12 as an isolated structure in a non-equilibrium geometry, with properties calculated with ωB97M-V/def2-TZVPD.

```
88
C19H55K2O12 | OMol25 | ωB97M-V/def2-TZVPD
K -3.14 -3.03 -1.97
K -3.60 0.42 1.08
O -1.00 0.52 -0.08
C -0.62 -0.77 -0.25
O -1.45 -1.69 -0.01
O 0.58 -0.96 -0.54
H -0.19 0.98 -0.40
C -0.41 4.23 -2.42
C 0.02 2.78 -2.55
O 1.07 2.58 -1.63
H -0.58 4.49 -1.37
H -1.35 4.43 -2.94
H 0.35 4.91 -2.80
H 0.27 2.56 -3.59
H -0.83 2.12 -2.30
H 1.50 1.71 -1.78
C 2.97 -3.25 0.96
C 1.87 -3.18 2.02
O 0.61 -3.51 1.45
H 2.56 -2.79 0.07
H 3.16 -4.30 0.71
H 3.92 -2.78 1.21
H 1.85 -2.15 2.39
H 1.98 -3.80 2.91
H 0.30 -2.77 0.91
C -0.16 4.32 1.08
C -0.26 4.40 2.59
O 0.98 3.96 3.16
H 0.69 4.93 0.77
H -1.07 4.69 0.62
H 0.06 3.32 0.72
H -1.06 3.77 2.98
H -0.44 5.42 2.91
H 0.94 3.98 4.12
C 3.16 0.33 0.89
C 2.26 1.36 1.56
O 3.12 2.35 2.11
H 2.54 -0.45 0.44
H 3.94 -0.01 1.56
H 3.63 0.78 0.02
H 1.62 0.91 2.33
H 1.64 1.79 0.76
H 2.58 3.07 2.50
C -3.14 3.86 -2.22
C -3.05 2.93 -1.04
O -4.33 2.32 -0.76
H -3.82 4.69 -2.00
H -3.54 3.45 -3.15
H -2.16 4.28 -2.47
H -2.79 3.48 -0.14
H -2.34 2.11 -1.16
H -4.55 1.68 -1.44
C 0.50 -5.07 -3.84
C 0.95 -4.36 -2.59
O -0.16 -3.61 -2.06
H 1.37 -5.56 -4.29
H 0.14 -4.36 -4.58
H -0.26 -5.82 -3.63
H 1.73 -3.63 -2.85
H 1.37 -5.00 -1.81
H 0.15 -2.89 -1.48
C -3.11 -5.11 1.79
C -2.62 -3.87 2.52
O -3.10 -2.68 1.88
H -2.75 -6.02 2.27
H -2.75 -5.12 0.76
H -4.20 -5.17 1.75
H -1.53 -3.85 2.59
H -3.05 -3.89 3.52
H -2.42 -2.41 1.24
C -0.97 -0.42 3.72
C -1.30 0.99 4.16
O -2.60 1.29 3.61
H 0.04 -0.77 3.97
H -1.12 -0.58 2.65
H -1.59 -1.19 4.20
H -0.56 1.72 3.82
H -1.39 1.01 5.25
H -2.88 2.16 3.90
C 3.63 0.52 -4.26
C 2.94 -0.52 -3.41
O 2.17 0.16 -2.41
H 4.20 1.25 -3.68
H 2.89 1.10 -4.81
H 4.30 0.03 -4.98
H 3.64 -1.19 -2.90
H 2.27 -1.10 -4.06
H 1.77 -0.49 -1.81
```

* total charge: +1
* HOMO: -11.33 eV

---

Record 3
Below is a 9-piece molecular cluster, C13H43NO9 overall in a non-equilibrium geometry, with properties calculated with ωB97M-V/def2-TZVPD.

```
66
C13H43NO9 | OMol25 | ωB97M-V/def2-TZVPD
C 5.53 -5.17 1.66
C 6.44 -5.26 0.50
O 6.54 -4.05 -0.35
H 5.65 -4.35 2.37
H 5.44 -6.09 2.24
H 4.52 -4.93 1.33
H 6.19 -6.13 -0.12
H 7.42 -5.56 0.88
H 6.70 -4.27 -1.27
C 3.24 -0.87 3.27
C 2.82 -1.68 4.42
O 3.98 -1.77 5.26
H 2.57 -1.09 2.44
H 4.11 -1.28 2.76
H 3.24 0.19 3.49
H 2.54 -2.67 4.06
H 1.94 -1.30 4.94
H 3.67 -2.13 6.09
O 0.28 -3.07 -0.63
H 1.13 -2.78 -0.96
H -0.34 -2.84 -1.33
O 2.91 -1.08 -2.38
H 3.83 -1.03 -2.13
H 2.77 -0.31 -2.92
O -4.36 -3.42 -1.45
H -4.97 -3.29 -0.73
H -4.10 -4.34 -1.38
O -2.66 -6.63 -1.52
H -2.67 -7.35 -2.14
H -1.82 -6.70 -1.07
O -0.64 -5.38 2.02
H -0.37 -4.69 1.42
H 0.12 -5.96 2.09
O -2.40 -2.87 -4.95
H -3.02 -2.73 -4.23
H -2.92 -3.32 -5.62
C -1.24 6.71 -1.36
C -1.77 5.50 -0.60
C -3.35 5.65 -0.56
C -4.12 4.35 -0.03
C -3.65 3.15 -0.86
C -2.12 2.89 -0.80
N -1.45 4.19 -1.19
O -0.12 4.09 -1.42
C -1.63 2.29 0.50
C -1.89 1.96 -2.02
C -1.31 5.73 0.91
H -1.48 6.53 -2.41
H -1.76 7.58 -0.96
H -0.18 6.94 -1.49
H -3.56 6.55 0.02
H -3.73 5.85 -1.56
H -3.87 4.26 1.02
H -5.20 4.37 -0.19
H -4.05 2.95 -1.85
H -4.13 2.37 -0.28
H -1.98 1.33 0.88
H -1.48 2.96 1.35
H -0.64 1.87 0.36
H -2.47 1.04 -1.91
H -0.86 1.62 -1.99
H -1.92 2.31 -3.05
H -1.94 5.22 1.64
H -0.46 5.08 1.13
H -1.05 6.75 1.18
H 0.17 4.11 -0.50
```

* total charge: 0
* HOMO: -8.24 eV
* structure (SMILES): CC1(C)CCCC(C)(C)N1O.CCO.CCO.O.O.O.O.O.O

---

E across the listed records, respectively: -325.874098 -2859.475603 -1252.863298 Ha.
E_LUMO across the listed records, respectively: 0.02922 -0.13594 0.01059 Ha.
Orbital gap across the listed records, respectively: 11.4551 7.6319 8.5322 eV.